28
Properties=species:S:1:pos:R:3:mulliken_charge:R:1 method="wB97M-V/def2-TZVPD" gap_ev="8.8985 / 9.1274" charge=0 relative_energy_kcal_mol=1.2 spin_multiplicity=2 e_lumo_ha="0.0148 / -0.0002" energy_ev=-68860.878
H -2.28 4.99 -0.99 0.37
H 1.42 0.78 3.03 0.27
C 1.68 1.71 1.10 -0.34
C 1.74 -3.41 1.27 -0.08
S 0.55 0.47 -1.75 -0.62
H 1.82 -0.35 1.75 0.03
H -0.53 3.23 -1.17 0.33
H -3.47 3.78 -0.49 0.30
H -1.90 2.82 -2.20 0.31
C -1.59 2.98 -1.17 -0.19
C 2.01 0.65 2.13 -0.71
S -1.29 -0.73 0.92 -0.52
C -1.70 -5.39 -2.18 -0.53
N 2.70 -3.54 1.91 -0.11
C -2.41 4.04 -0.48 -1.20
P -0.55 0.79 -0.12 0.88
Cl 1.40 -4.12 -2.08 -0.73
H 2.21 1.56 0.17 0.37
H 1.93 2.70 1.48 0.29
H -2.09 4.15 0.56 0.29
H 3.53 -3.74 2.42 0.29
O -1.79 1.72 -0.46 -0.43
Cl -2.03 -4.25 -0.93 -0.08
Sr 0.25 -2.05 -0.85 1.05
H -1.13 -6.25 -1.91 0.32
H 3.07 0.72 2.39 0.39
O 0.26 1.78 0.84 -0.28
H -1.80 -5.04 -3.19 0.34